[1]
C34H67BBrO17PS6 as an isolated structure, computed with ωB97M-V with the def2-TZVPD basis set.

Values from the calculation:
HOMO level in eV: -8.45
Lowest unoccupied orbital energy in eV: 0.0516
Kohn-Sham gap in eV: 8.50

Geometry as ORCA input:
```
! wB97M-V def2-TZVPD RIJCOSX def2/J DEFGRID3
* xyz 0 1
C -1.0363 -2.7591 -4.3375
C 0.1418 -1.9942 -4.9277
C 1.2920 -1.8619 -3.9325
C 1.1122 -0.6595 -2.9775
C 1.3865 -1.0841 -1.5416
C 1.0661 -0.1664 -0.3306
O 2.1615 0.6508 0.0599
C 3.1628 1.0334 -0.8880
C 4.5483 0.6175 -0.4712
C 5.5997 1.5668 -1.0338
O 4.7312 -0.6985 -0.9841
C -0.1788 0.7846 -0.6159
P 0.2577 2.4610 -1.3113
S 0.7487 2.6670 -3.1722
S -1.1579 1.2824 0.8445
O -2.5223 1.2841 0.4236
O -0.6151 2.5164 1.3305
O -1.0220 0.1707 1.9215
C 0.3069 -0.4383 2.1885
C 1.2334 0.6567 2.7089
O 0.6628 1.1491 3.9030
C 0.8591 2.5303 4.1318
C -0.0420 -1.4041 3.3200
C 1.1468 -1.8250 4.1953
C 1.0547 -1.5008 5.7518
O 1.0264 -2.9125 4.9609
C 0.7253 -1.1391 0.8608
Br -0.9505 -2.1278 0.2866
C 1.7254 -2.2943 1.0530
B 3.2905 -2.1386 1.2974
O 4.1448 -3.0786 0.7144
O 3.8351 -1.2172 2.1445
H -1.8694 -2.7989 -5.0347
H -1.3878 -2.2742 -3.4267
H -0.7408 -3.7737 -4.0761
H 0.4809 -2.4892 -5.8359
H -0.1892 -0.9911 -5.1960
H 2.2167 -1.7254 -4.4919
H 1.4279 -2.7866 -3.3680
H 0.0955 -0.2985 -3.1114
H 1.7928 0.1075 -3.3138
H 2.4504 -1.3180 -1.4750
H 0.8740 -2.0283 -1.4185
H 3.0049 0.6692 -1.8950
H 3.1509 2.1199 -0.9779
H 4.6173 0.6451 0.6158
H 6.5497 1.3887 -0.5328
H 5.3445 2.6109 -0.8779
H 5.7290 1.3698 -2.0948
H 5.3829 -1.1761 -0.4610
H -0.8852 0.2362 -1.2283
H -0.8780 3.2053 -1.0081
H 1.1890 2.9189 -0.3847
H 1.3620 1.4579 1.9979
H 2.2247 0.2624 2.9057
H 0.9662 2.6708 5.2047
H -0.0025 3.1012 3.7960
H 1.7672 2.8976 3.6543
H -0.4233 -2.3450 2.9301
H -0.7271 -0.9259 4.0018
H 2.1414 -1.6903 3.7916
H 2.1190 -1.1500 5.7073
H 1.2357 -1.9555 6.7213
H 1.6246 -2.9859 0.2263
H 1.3932 -2.8743 1.9166
H 4.1312 -3.9223 1.1800
H 4.6806 -1.5429 2.4793
C -7.1866 0.8857 -1.0606
C -6.3936 1.8589 -0.1753
C -5.1039 2.2116 -0.9272
S -5.4938 2.0575 -2.6749
O -4.7152 0.9736 -3.2312
O -5.4852 3.3546 -3.3057
C -7.1740 1.4881 -2.4606
H -8.2046 0.7404 -0.7033
H -6.6923 -0.0890 -1.0698
H -6.9858 2.7603 -0.0047
H -6.1652 1.4268 0.7979
H -4.7671 3.2266 -0.7343
H -4.3054 1.5123 -0.7025
H -7.4138 0.7835 -3.2472
H -7.8289 2.3560 -2.5286
C -7.7036 -3.7601 -4.5173
C -8.8624 -3.5617 -5.5053
C -9.9651 -2.7884 -4.7702
S -9.1286 -1.8009 -3.5193
O -9.5312 -2.2586 -2.2141
O -9.2133 -0.4015 -3.8572
C -7.4762 -2.4027 -3.8606
H -6.8022 -4.1137 -5.0146
H -7.9818 -4.4966 -3.7607
H -8.5143 -2.9827 -6.3624
H -9.2393 -4.5108 -5.8823
H -10.5193 -2.1175 -5.4210
H -10.6532 -3.4502 -4.2487
H -6.9180 -2.4452 -2.9284
H -7.0050 -1.6974 -4.5451
C 2.9059 -2.3870 10.8798
C 3.2777 -3.8381 10.5426
C 3.7379 -3.8638 9.0795
S 4.4134 -2.2289 8.7407
O 3.5816 -1.5817 7.7556
O 5.8370 -2.3131 8.5483
C 4.0476 -1.5273 10.3467
H 2.7675 -2.2418 11.9496
H 1.9734 -2.1161 10.3806
H 4.0913 -4.1666 11.1916
H 2.4404 -4.5160 10.6984
H 4.5155 -4.5989 8.8910
H 2.9083 -4.0193 8.3924
H 3.7938 -0.4777 10.2215
H 4.9455 -1.6270 10.9555
C 5.1884 5.8792 -5.9585
C 4.0285 6.6808 -5.3491
C 3.2900 5.7526 -4.3756
S 4.5165 4.5762 -3.7879
O 4.1633 3.2615 -4.2543
O 4.7974 4.8124 -2.3930
C 5.8744 5.1781 -4.7897
H 5.8836 6.5184 -6.5004
H 4.7986 5.1368 -6.6577
H 4.4260 7.5426 -4.8097
H 3.3521 7.0570 -6.1145
H 2.8800 6.2768 -3.5170
H 2.5060 5.1787 -4.8651
H 6.4977 4.3359 -5.0794
H 6.4454 5.8778 -4.1801
*
```

[2]
C34H67GeInO4SSi4Te as an isolated structure, computed with ωB97M-V with the def2-TZVPD basis set.

Values from the calculation:
<S²>: 0.769
HOMO level (alpha / beta) in eV: -10.27 / -10.27
Lowest unoccupied orbital energy (alpha / beta) in eV: -2.7814 / -6.0743
Kohn-Sham gap (alpha / beta) in eV: 7.49 / 4.19

Geometry as ORCA input:
```
! wB97M-V def2-TZVPD RIJCOSX def2/J DEFGRID3
* xyz 1 2
In 0.0054 -0.7583 0.1679
C -2.8151 -3.7725 2.2115
C -2.4695 -3.6588 0.7375
C -1.1007 -4.1816 0.3865
C -3.6009 -4.2544 -0.1008
O -2.3369 -2.2495 0.3758
Si -3.4151 -1.0507 0.3965
S -2.2230 0.6916 -0.2135
O -4.5961 -1.2406 -0.6657
C -5.0812 -0.9948 -2.0192
C -4.0057 -1.4527 -2.9497
C -5.3875 0.5094 -2.1185
C -6.3340 -1.8429 -2.0811
O -3.9718 -0.8141 1.8722
C -4.8558 0.0395 2.6431
C -4.2435 0.0175 4.0150
C -4.9199 1.4057 2.0646
C -6.2269 -0.6611 2.5707
H -2.7804 -4.8083 2.5351
H -3.8068 -3.3924 2.3868
H -2.0538 -3.2789 2.7931
H -1.0911 -5.2980 0.5031
H -0.2591 -3.7295 0.9748
H -0.8747 -4.0375 -0.6845
H -3.7826 -5.3028 0.1918
H -3.2923 -4.2919 -1.1758
H -4.5241 -3.6658 -0.0069
H -3.1125 -0.8063 -2.8884
H -4.3474 -1.3969 -3.9713
H -3.6841 -2.4937 -2.8021
H -4.4025 0.9531 -1.8194
H -6.1891 0.8308 -1.4189
H -5.6999 0.8181 -3.1259
H -6.1287 -2.8638 -1.8440
H -6.7826 -1.7788 -3.0914
H -7.0815 -1.4687 -1.3442
H -3.1890 0.4387 3.9454
H -4.1081 -0.9796 4.4411
H -4.8007 0.6756 4.7035
H -3.9239 1.8689 1.9616
H -5.5599 2.0905 2.6107
H -5.3225 1.3089 1.0305
H -6.2329 -1.5443 3.1781
H -6.4292 -1.0234 1.5399
H -7.0447 -0.0016 2.8804
C 0.6969 0.3094 3.3789
O 1.0106 1.2196 2.3345
H 1.4270 -0.5031 3.3604
H -0.3473 0.0087 3.2365
H 0.7258 0.8205 4.3677
Te 0.5598 -1.2221 -3.4080
C 1.7647 -2.8644 -4.1230
C 1.1698 -4.1016 -4.4097
C 1.8813 -5.0844 -5.0054
C 3.2151 -4.8612 -5.3943
C 3.8556 -3.6819 -5.0178
C 3.1372 -2.7281 -4.2758
C 1.0739 0.0494 -5.1354
C 2.3467 0.6855 -5.2162
C 2.7023 1.5069 -6.2957
C 1.8171 1.6718 -7.3394
C 0.5289 1.0592 -7.2881
C 0.1763 0.2905 -6.1861
H 0.1247 -4.2111 -4.1036
H 1.3663 -6.0004 -5.2860
H 3.7216 -5.5847 -6.0359
H 4.9019 -3.4655 -5.1844
H 3.6213 -1.8152 -3.9593
H 3.0429 0.5229 -4.3824
H 3.6747 1.9621 -6.2821
H 2.1399 2.1603 -8.2329
H -0.2220 1.2880 -8.0504
H -0.8275 -0.1685 -6.1510
C 1.6374 4.0092 5.2380
Si 2.0982 4.2430 3.4363
C 0.6111 4.7714 2.3678
C 3.5565 5.3517 3.0992
Ge 2.6510 2.1409 2.4527
Si 3.1245 2.0419 0.0864
C 4.6254 3.1997 -0.3487
C 1.6325 2.6903 -0.8065
C 3.6186 0.3422 -0.5129
Si 4.4693 0.9595 3.5460
C 4.2318 1.3807 5.3302
C 4.3444 -0.8726 3.1042
C 6.1265 1.6494 3.0285
H 0.8763 4.8156 5.5720
H 2.4984 4.0538 5.9865
H 1.0595 3.0719 5.4848
H 0.3017 5.8256 2.6615
H -0.2368 4.0765 2.4495
H 1.0212 4.8449 1.3221
H 3.2753 6.4198 2.8847
H 4.1492 5.0099 2.2290
H 4.2458 5.3983 3.9762
H 4.1891 4.2156 -0.3742
H 4.9480 2.8937 -1.3721
H 5.4921 3.1170 0.3555
H 1.7436 3.7418 -1.0501
H 0.7173 2.5013 -0.3272
H 1.5958 2.1239 -1.7395
H 3.5923 0.3860 -1.6531
H 2.9405 -0.4374 -0.1200
H 4.6256 0.1210 -0.2058
H 3.6204 0.6191 5.8062
H 3.7282 2.3607 5.5159
H 5.1390 1.4372 5.9194
H 3.3500 -1.3029 3.1720
H 5.0388 -1.4302 3.7835
H 4.7760 -1.0475 2.0731
H 6.1703 2.6906 3.4560
H 6.2298 1.6781 1.9480
H 6.9819 1.0921 3.5133
*
```